# 1
C16H12ClFN2OS | ωB97M-V with the def2-TZVPD basis set

```
! wB97M-V def2-TZVPD RIJCOSX def2/J DEFGRID3
* xyz 0 1
H -3.623 3.700 -1.365
C -3.032 1.842 -0.425
H -3.007 2.373 -3.259
H -1.741 3.618 -3.142
C 2.289 -1.544 -2.196
C 2.390 -0.932 2.004
O 0.286 -0.860 0.744
H -2.066 -0.021 0.102
H -0.517 -2.588 2.449
C -0.870 0.952 -1.350
N 1.793 -0.757 -3.127
C 2.617 -2.552 3.835
Cl 0.512 -4.382 4.413
H -3.758 1.238 -1.025
C 1.288 -3.024 3.575
C 0.801 0.053 -2.755
C -1.768 1.008 -0.148
C 3.118 -1.499 3.044
C -1.104 1.653 -2.505
C -2.731 3.127 -1.249
H -1.241 1.504 0.696
F 3.403 -3.110 4.776
C 0.515 -2.345 2.613
H -1.978 3.715 -0.743
H 4.120 -1.209 3.253
S -0.031 1.189 -3.834
C 0.871 -0.788 -0.521
C 1.097 -1.372 1.755
H 2.752 -0.144 1.406
H 3.101 -2.172 -2.498
H -3.489 2.125 0.508
N 1.898 -1.566 -0.907
C -2.182 2.726 -2.637
C 0.290 0.044 -1.488
*
```

Calculated values
HOMO energy: -8.562 eV
Electronic energy: -47889.6416 eV
SMILES: Fc1ccc(Oc2ncnc3sc4c(c23)CCCC4)cc1Cl
Orbital gap: 9.150 eV

Atom charges from the natural (NBO) analysis, given in e for atoms 1 to 5: 0.2128 -0.3868 0.2172 0.2227 0.2557

***

# 2
C16H12CoN3O4Se4 | ωB97M-V with the def2-TZVPD basis set

```
! wB97M-V def2-TZVPD RIJCOSX def2/J DEFGRID3
* xyz -1 4
C -0.462 3.339 -1.486
H 0.178 -2.222 -2.134
Se 3.963 -2.679 -0.030
O 1.632 -0.257 0.880
Co -0.267 -0.626 0.298
O -2.205 -1.021 0.268
C -0.102 2.741 -3.789
C -1.952 -1.296 3.931
C -2.705 -1.339 1.432
C -0.288 3.704 -2.845
C -0.866 -1.019 4.814
H 0.215 0.572 -5.409
H -0.637 4.105 -0.738
H 3.498 0.076 2.029
N -0.084 -0.276 -1.643
N -0.530 -0.787 2.138
C 1.679 -0.258 2.153
Se 2.300 -4.109 0.800
H 0.017 3.000 -4.836
C 0.366 -0.644 4.347
H 0.333 -1.778 -4.601
Se 0.177 -3.457 0.226
O -3.840 -1.720 1.659
H 1.191 -0.435 5.015
H -1.018 -1.112 5.883
C 0.130 0.328 -4.355
H -0.109 2.222 0.907
H -0.322 4.749 -3.128
C 0.549 -0.537 2.938
C 0.191 -0.948 -3.922
C -0.184 1.025 -2.064
C 0.094 -1.214 -2.527
N -0.620 1.624 0.272
C -0.052 1.377 -3.414
H -2.927 -1.608 4.277
H -1.603 1.637 0.520
O 2.866 0.006 2.758
C -0.423 2.037 -1.091
Se 3.528 -2.046 -2.115
C -1.713 -1.153 2.583
*
```

Calculated values
HOMO energy (alpha / beta): -2.774 / -3.714 eV
Electronic energy: -328463.8936 eV
Relative energy (zero: lowest compared OMol25 entry of this formula, charge and spin): 0.1470 eV
Expectation value of S²: 3.78
Orbital gap (alpha / beta): 4.844 / 4.935 eV

Atom charges from the natural (NBO) analysis, given in e for atoms 1 to 5: -0.2265 0.2591 0.0836 -0.7424 1.1355

***

# 3
C16H12F5I2N3O2Sn | ωB97M-V with the def2-TZVPD basis set

```
! wB97M-V def2-TZVPD RIJCOSX def2/J DEFGRID3
* xyz 2 1
I -1.048 3.153 0.225
H 2.846 0.360 7.372
F 0.104 -3.850 -1.270
F -0.770 -2.083 -2.183
C 2.418 1.309 -3.510
H 4.082 0.994 2.321
N 2.539 0.863 1.288
H 3.473 1.537 -3.580
C 1.275 0.273 5.908
N 0.533 0.776 -2.160
C -0.179 -1.901 0.069
F 1.342 -2.111 -1.687
I -3.086 0.354 0.722
C 2.607 0.418 6.319
O 0.353 0.422 1.921
H -3.654 2.800 -0.165
C 3.613 0.634 5.408
C 1.617 1.239 -4.644
N 1.981 0.857 0.057
H 3.681 1.339 -1.027
H 2.044 1.423 -5.620
C 0.131 -2.539 -1.299
C -3.004 2.455 0.633
C 0.978 0.345 4.580
H -3.294 2.851 1.602
H -1.280 0.445 -3.099
F 0.736 -2.266 0.961
Sn -0.068 0.312 -0.064
C 1.989 0.565 3.612
H 4.644 0.754 5.709
F -1.401 -2.277 0.476
C 1.848 1.069 -2.276
C 3.329 0.707 4.046
C 1.614 0.620 2.230
O 4.378 0.903 3.235
H -0.044 0.230 4.250
C 2.621 1.111 -1.024
H 0.494 0.105 6.635
C 0.271 0.928 -4.512
H -0.379 0.861 -5.372
C -0.239 0.699 -3.250
*
```

Calculated values
HOMO energy: -13.563 eV
Electronic energy: -60955.8870 eV
Relative energy (zero: lowest compared OMol25 entry of this formula, charge and spin): 0.0231 eV
Orbital gap: 4.655 eV

Atom charges from the natural (NBO) analysis, given in e for atoms 1 to 5: 0.4725 0.2395 -0.2583 -0.3142 -0.1843

***

# 4
C16H12F5N2S2Sr | ωB97M-V with the def2-TZVPD basis set

```
! wB97M-V def2-TZVPD RIJCOSX def2/J DEFGRID3
* xyz -1 1
Sr 0.899 -0.733 -1.173
H -2.598 1.065 0.254
C -2.138 2.425 2.511
H -3.161 2.770 2.674
C 0.298 4.183 -0.612
H 0.844 5.740 -1.987
H 0.267 2.788 1.772
F 1.361 -6.587 3.109
H -2.109 1.337 2.701
C 1.021 -3.381 1.383
H -0.045 4.872 0.155
H 1.487 1.739 -3.325
S 1.681 -1.771 1.455
C -0.323 2.360 0.954
C 1.142 2.407 -2.536
H -2.268 2.445 -0.816
H -3.611 2.526 0.342
C 1.217 3.774 -2.782
F -0.576 -7.249 1.314
C 1.442 -4.389 2.258
C 0.645 1.862 -1.335
C -0.065 -6.011 1.333
F 2.388 -4.129 3.165
F -0.478 -2.882 -0.398
F -1.473 -5.352 -0.433
N -1.710 2.766 1.171
C 2.276 -1.956 -4.193
C -2.590 2.170 0.187
C 0.028 -3.783 0.497
H -1.490 2.911 3.242
C 0.230 2.808 -0.381
N 1.507 -1.533 -3.410
H 1.606 4.139 -3.727
C 0.789 4.671 -1.812
C -0.515 -5.051 0.450
H -0.225 1.261 1.036
C 0.920 -5.667 2.242
S 3.325 -2.546 -5.282
*
```

Calculated values
HOMO energy: -5.332 eV
Electronic energy: -55863.0602 eV
Orbital gap: 7.575 eV

Atom charges from the natural (NBO) analysis, given in e for atoms 1 to 5: 1.7730 0.1478 -0.4064 0.1895 -0.2546

***

# 5
C16H12FN3 | ωB97M-V with the def2-TZVPD basis set

```
! wB97M-V def2-TZVPD RIJCOSX def2/J DEFGRID3
* xyz 0 1
H 3.891 0.524 1.278
C -0.629 -2.167 1.360
H -1.489 -0.989 -2.233
H -4.017 2.006 -0.092
C -1.934 -2.156 0.950
H 4.272 -1.264 -0.198
C -2.108 2.394 -0.998
H 1.181 -0.557 -2.418
H -0.345 -2.478 2.350
H -2.510 2.781 -1.925
C -2.945 1.968 0.023
C 2.335 1.403 0.239
H 4.401 1.426 -0.166
H -2.977 1.144 2.008
C 3.549 -0.546 -0.585
C -2.235 -1.727 -0.355
H -2.739 -2.459 1.598
C 0.372 -1.738 0.481
C -2.364 1.488 1.188
C 1.157 -0.935 -1.417
C 2.162 -1.081 -0.480
N 0.013 -1.337 -0.814
N -0.791 2.354 -0.931
H -0.485 1.076 2.161
C 1.175 1.723 0.213
C -0.232 1.890 0.186
C -1.272 -1.329 -1.234
N 1.670 -1.589 0.668
C -0.986 1.450 1.280
C 3.635 0.766 0.244
F -3.525 -1.703 -0.750
H 3.770 -0.340 -1.632
*
```

Calculated values
HOMO energy: -8.129 eV
Electronic energy: -23972.7164 eV
Relative energy (zero: lowest compared OMol25 entry of this formula, charge and spin): 0.1357 eV
SMILES: Fc1ccc2nc(CCC#Cc3ccccn3)cn2c1
Orbital gap: 8.691 eV

Atom charges from the natural (NBO) analysis, given in e for atoms 1 to 5: 0.2402 -0.1999 0.2309 0.2218 -0.2782

***

# 6
C16H12FN3O2 | ωB97M-V with the def2-TZVPD basis set

```
! wB97M-V def2-TZVPD RIJCOSX def2/J DEFGRID3
* xyz 0 1
C -2.361 -1.099 1.202
N 0.625 -0.530 -3.644
H -4.720 1.345 1.387
N -0.014 -0.658 -1.449
H 3.479 2.209 1.209
C 3.755 -1.202 1.471
C 3.165 1.169 1.226
H 2.089 -2.565 1.499
C 0.060 -0.973 1.012
H -1.816 0.607 -1.722
C -1.318 1.077 1.575
H -4.505 -1.142 1.212
C -0.931 0.120 -2.096
H 1.792 -1.611 -2.220
C 1.402 -0.530 1.201
H -0.037 -2.030 0.761
N -1.153 0.855 -4.525
C -2.578 1.667 1.522
H 4.517 -1.968 1.601
F 5.432 0.480 1.432
C -1.165 -0.313 1.292
H -2.670 2.753 1.607
O -2.188 1.505 -4.271
C 2.411 -1.526 1.408
C -0.531 0.175 -3.447
H 1.102 1.586 0.802
H -0.447 1.680 1.831
C -3.612 -0.514 1.262
O -0.636 0.766 -5.644
C 0.906 -1.001 -2.408
C -3.733 0.880 1.387
C 4.101 0.146 1.380
H -2.248 -2.179 1.076
C 1.827 0.821 1.071
*
```

Calculated values
HOMO energy: -7.910 eV
Electronic energy: -28063.9671 eV
Relative energy (zero: lowest compared OMol25 entry of this formula, charge and spin): 3.8791 eV
Orbital gap: 5.274 eV

Atom charges from the natural (NBO) analysis, given in e for atoms 1 to 5: -0.1072 -0.4396 0.2307 -0.5060 0.2488